[1]
Here is 2 unconnected molecules or ions with the total composition CH6OS at a distorted geometry from the OMol25 dataset. Energies are from ωB97M-V/def2-TZVPD.

Each atom is followed by the atoms it is bonded to, with distances in Å.
Positions of all 9 atoms, in Å:
1 C 0.0000 0.0000 0.0000  S2 1.756, H3 1.103, H4 1.103, H5 1.103
2 S 1.4175 -1.0350 0.0619  C1 1.756, H6 1.350
3 H -0.4777 -0.0114 -0.9941  C1 1.103
4 H 0.1608 1.0489 0.3010  C1 1.103
5 H -0.6841 -0.4730 0.7245  C1 1.103
6 H 0.8302 -2.0514 -0.6048  S2 1.350
7 O -2.1252 2.9398 1.6976  H8 0.984, H9 0.984
8 H -1.4741 2.7168 2.4008  O7 0.984
9 H -2.5733 2.0874 1.4952  O7 0.984

LUMO level: 0.63 eV
HOMO energy: -9.02 eV
charge: 0
energy relative to the best compared isomer or geometry (same formula, charge and spin): 23.7 kJ/mol

=====

[2]
Here is 2 unconnected molecules or ions with the total composition CH6OS2 from the OMol25 dataset. Energies are from ωB97M-V/def2-TZVPD.

Each atom is followed by the atoms it is bonded to, with distances in Å.
Positions of all 10 atoms, in Å:
1 C -0.8665 -0.4314 -1.5799  S2 1.802, H4 1.085, H5 1.092, H6 1.091
2 S 0.5038 0.6579 -1.1502  C1 1.802, S3 2.079
3 S 0.2601 1.0946 0.8677  S2 2.079, H7 1.350
4 H -0.9652 -1.1887 -0.8089  C1 1.085
5 H -0.6540 -0.9349 -2.5253  C1 1.092
6 H -1.8126 0.0780 -1.7676  C1 1.091
7 H -0.2142 -0.1031 1.2710  S3 1.350
8 O -0.4983 -2.3743 1.4987  H9 0.962, H10 0.972
9 H -0.2970 -3.0986 2.0996  O8 0.962
10 H -0.7356 -2.8734 0.6987  O8 0.972

LUMO level: 0.47 eV
HOMO energy: -8.09 eV
charge: 0
energy relative to the best compared isomer or geometry (same formula, charge and spin): 23.2 kJ/mol

=====

Which of these has the lowest LUMO level? CH6OS2

=====

Copy entry 2 word for word.
Here is 2 unconnected molecules or ions with the total composition CH6OS2 from the OMol25 dataset. Energies are from ωB97M-V/def2-TZVPD.

Each atom is followed by the atoms it is bonded to, with distances in Å.
Positions of all 10 atoms, in Å:
1 C -0.8665 -0.4314 -1.5799  S2 1.802, H4 1.085, H5 1.092, H6 1.091
2 S 0.5038 0.6579 -1.1502  C1 1.802, S3 2.079
3 S 0.2601 1.0946 0.8677  S2 2.079, H7 1.350
4 H -0.9652 -1.1887 -0.8089  C1 1.085
5 H -0.6540 -0.9349 -2.5253  C1 1.092
6 H -1.8126 0.0780 -1.7676  C1 1.091
7 H -0.2142 -0.1031 1.2710  S3 1.350
8 O -0.4983 -2.3743 1.4987  H9 0.962, H10 0.972
9 H -0.2970 -3.0986 2.0996  O8 0.962
10 H -0.7356 -2.8734 0.6987  O8 0.972

LUMO level: 0.47 eV
HOMO energy: -8.09 eV
charge: 0
energy relative to the best compared isomer or geometry (same formula, charge and spin): 23.2 kJ/mol